i | Entry from the Open Molecules 2025 dataset: an isolated molecule of C3H2N2OS (ωB97M-V/def2-TZVPD).

Last column: natural (NBO) charge in e.
Positions of all 9 atoms, in Å:
1 C -1.100 -0.003 0.080  -0.270
2 C -0.221 -0.348 -0.872  -0.040
3 C -0.274 0.486 1.223  0.571
4 N 1.073 0.359 0.816  -0.195
5 N 1.046 -0.103 -0.353  -0.095
6 O -0.630 0.915 2.291  -0.414
7 S 2.603 -0.520 -1.401  -0.064
8 H -2.169 -0.039 0.079  0.250
9 H -0.327 -0.747 -1.862  0.258

Output
Gap between HOMO and LUMO (alpha / beta) in eV: 6.4 / 6.4

---

ii | Entry from the Open Molecules 2025 dataset: an isolated molecule of C3H2N2OS (ωB97M-V/def2-TZVPD).

Last column: natural (NBO) charge in e.
Positions of all 9 atoms, in Å:
1 C 1.206 -0.122 0.571  -0.209
2 C 1.135 1.118 0.058  -0.134
3 C -1.295 -0.032 -0.818  0.607
4 N 0.384 -1.172 0.470  -0.222
5 N -0.888 -0.971 0.029  -0.458
6 O -2.235 0.620 -0.930  -0.456
7 S 0.899 2.658 -0.253  0.207
8 H 2.203 -0.180 1.054  0.249
9 H -1.409 -1.918 -0.180  0.416

Output
Gap between HOMO and LUMO (alpha / beta) in eV: 6.7 / 6.7

---

iii | Entry from the Open Molecules 2025 dataset: an isolated molecule of C3H2N2OS (ωB97M-V/def2-TZVPD).

Last column: natural (NBO) charge in e.
Positions of all 9 atoms, in Å:
1 N 1.750 -2.511 -0.630  -0.227
2 C 0.939 -1.811 -0.197  0.193
3 C -0.167 -1.268 0.562  -0.022
4 N -0.570 -0.077 0.540  -0.042
5 O 0.194 0.719 -0.325  -0.350
6 C -0.269 1.914 -0.406  0.069
7 S -1.562 2.619 0.349  -0.060
8 H -0.715 -1.979 1.178  0.249
9 H 0.399 2.395 -1.072  0.190

Output
Gap between HOMO and LUMO in eV: 8.2
SMILES: N#C/C=N\OC=S

---

The relative energies come out as i 0.0045; ii 0.0683; iii 0.0000, with values in hartree.

---

i | Entry from the Open Molecules 2025 dataset: an isolated molecule of C3H2N2OS (ωB97M-V/def2-TZVPD).

Last column: natural (NBO) charge in e.
Positions of all 9 atoms, in Å:
1 C 1.149 -0.755 -0.050  -0.513
2 C 0.826 0.653 0.369  0.165
3 C 0.011 -1.462 -0.104  0.509
4 N -1.252 -1.197 0.058  -0.680
5 N -0.355 1.122 0.466  -0.674
6 O -2.419 0.885 -1.034  -0.880
7 S -1.866 0.411 0.247  1.596
8 H 2.126 -0.877 -0.210  0.246
9 H 1.780 1.220 0.257  0.230

Output
Gap between HOMO and LUMO (alpha / beta) in eV: 7.5 / 7.5

---

ii | Entry from the Open Molecules 2025 dataset: an isolated molecule of C3H2N2OS (ωB97M-V/def2-TZVPD).

Last column: natural (NBO) charge in e.
Positions of all 9 atoms, in Å:
1 O 1.972 -2.088 -0.025  -0.450
2 C 0.914 -1.668 -0.124  0.930
3 N -0.258 -1.368 -0.069  -0.579
4 C -1.104 -0.309 0.021  0.111
5 C -0.601 0.953 -0.093  -0.138
6 N 0.697 1.076 -0.215  -0.569
7 S 1.655 2.315 0.018  0.271
8 H -2.140 -0.724 0.128  0.234
9 H -1.134 1.813 0.360  0.189

Output
Gap between HOMO and LUMO (alpha / beta) in eV: 6.4 / 6.4
SMILES: O=C=N/C=C\N=S

---

The relative energies come out as i 0.0686; ii 0.0000, with values in hartree.

---

i | Entry from the Open Molecules 2025 dataset: a structure of composition C3H2N2OS (ωB97M-V/def2-TZVPD).

Last column: natural (NBO) charge in e.
Positions of all 9 atoms, in Å:
1 C 1.233 1.223 -0.004  -0.501
2 C -0.050 -0.608 -0.071  -0.046
3 C -0.256 0.802 -0.093  0.080
4 H 1.672 1.772 -0.883  0.252
5 H 1.488 1.606 0.980  0.245
6 N -1.213 -1.200 -0.045  -0.096
7 N -1.508 1.058 0.031  -0.077
8 O -2.147 -0.206 0.061  -0.143
9 S 1.719 -0.578 0.032  0.286

Output
Gap between HOMO and LUMO in eV: 9.9

---

ii | Entry from the Open Molecules 2025 dataset: an isolated molecule of C3H2N2OS (ωB97M-V/def2-TZVPD).

Last column: natural (NBO) charge in e.
Positions of all 9 atoms, in Å:
1 N -0.019 0.831 3.034  -0.239
2 C -0.047 0.700 1.826  0.244
3 C 0.060 0.131 0.433  -0.120
4 N -0.292 -1.092 0.492  -0.040
5 O -0.358 -1.589 -0.920  -0.388
6 C -0.508 -0.456 -1.760  -0.199
7 S 0.615 0.806 -1.003  0.301
8 H -1.608 0.097 -1.466  0.196
9 H -0.230 -0.703 -2.796  0.245

Output
Gap between HOMO and LUMO in eV: 9.4
SMILES: N#CC1=NOCS1

---

The relative energies come out as i 0.0065; ii 0.0000, with values in hartree.

---

i | Entry from the Open Molecules 2025 dataset: a cluster of 2 separate species, CH3N2O3S in total (ωB97M-V/def2-TZVPD).

Last column: natural (NBO) charge in e.
Positions of all 10 atoms, in Å:
1 C 0.684 2.415 0.427  0.281
2 N -0.237 -0.553 -0.152  -0.646
3 N 0.453 0.260 -1.039  -0.441
4 O 0.103 2.650 3.187  -0.990
5 O 0.081 3.350 0.060  -0.582
6 O 2.296 2.956 1.968  -1.002
7 S 1.137 2.070 2.335  1.399
8 H -0.910 -0.088 0.539  0.336
9 H 0.449 -0.994 0.448  0.347
10 H -0.228 0.866 -1.572  0.298

Output
Gap between HOMO and LUMO (alpha / beta) in eV: 6.1 / 7.9
Charge: -1

---

ii | Entry from the Open Molecules 2025 dataset: a cluster of 2 separate species, CH3N2O3S in total (ωB97M-V/def2-TZVPD).

Last column: natural (NBO) charge in e.
Positions of all 10 atoms, in Å:
1 C 1.219 2.032 -0.128  0.449
2 N -0.146 -0.547 -0.006  -0.705
3 N -0.031 0.528 -0.990  -0.672
4 O 2.804 0.385 1.519  -0.996
5 O 1.103 3.107 -0.531  -0.569
6 O 0.650 1.389 2.250  -1.016
7 S 2.015 1.631 1.639  1.463
8 H -0.421 0.078 0.788  0.378
9 H 0.832 -0.843 -0.021  0.357
10 H -0.972 0.950 -1.257  0.311

Output
Gap between HOMO and LUMO (alpha / beta) in eV: 6.7 / 6.7
Charge: -1

---

iii | Entry from the Open Molecules 2025 dataset: the ion CH3N2O3S with charge -1 (ωB97M-V/def2-TZVPD).

Last column: natural (NBO) charge in e.
Positions of all 10 atoms, in Å:
1 C 1.349 0.385 -0.420  0.393
2 N -0.494 0.006 0.808  -0.666
3 N 0.908 -0.135 0.680  -0.396
4 O 4.862 -1.161 -0.511  -0.988
5 O 2.636 0.374 -0.791  -0.761
6 O 4.745 1.137 0.294  -0.986
7 S 4.162 -0.170 0.309  1.708
8 H 0.576 0.740 -1.167  0.083
9 H -0.861 -0.892 0.700  0.319
10 H -0.927 0.296 -0.025  0.292

Output
Gap between HOMO and LUMO in eV: 8.6
Charge: -1

---

The relative energies come out as i 0.0928; ii 0.0762; iii 0.0000, with values in hartree.

---

i | Entry from the Open Molecules 2025 dataset: a cluster of 2 separate species, C3H9NO2S in total (ωB97M-V/def2-TZVPD).

Last column: natural (NBO) charge in e.
Positions of all 16 atoms, in Å:
1 C -0.462 -0.004 -0.929  -0.077
2 O 0.172 0.682 -1.965  -0.961
3 C 0.290 0.395 0.376  -0.072
4 C -0.333 -0.150 1.656  -0.508
5 S -0.007 -2.053 1.865  -0.829
6 N 1.834 0.055 0.300  -0.907
7 H -1.647 0.091 -0.931  0.097
8 H -0.209 -1.062 -1.343  0.160
9 H 0.366 1.558 0.473  0.171
10 H -1.431 0.017 1.496  0.184
11 H 0.220 0.333 2.503  0.183
12 H 2.144 -0.898 0.316  0.358
13 H 1.992 0.359 -0.664  0.362
14 H -0.614 1.829 -2.177  0.492
15 H -1.989 2.060 -2.706  0.424
16 O -1.238 2.660 -2.475  -1.077

Output
Gap between HOMO and LUMO in eV: 5.6
Charge: -2

---

ii | Entry from the Open Molecules 2025 dataset: a cluster of 2 separate species, C3H9NO2S in total (ωB97M-V/def2-TZVPD).

Last column: natural (NBO) charge in e.
Positions of all 16 atoms, in Å:
1 C 0.386 -0.362 0.222  -0.072
2 O 1.466 0.507 0.571  -0.776
3 C -0.663 0.482 -0.484  -0.076
4 C -1.827 -0.347 -1.082  -0.523
5 S -3.235 -0.699 0.014  -0.744
6 N -1.148 1.563 0.359  -0.879
7 H 0.745 -1.170 -0.417  0.152
8 H -0.055 -0.799 1.132  0.162
9 H -0.126 0.972 -1.302  0.157
10 H -1.366 -1.299 -1.370  0.177
11 H -2.151 0.193 -1.984  0.171
12 H -1.945 1.240 0.897  0.380
13 H -0.420 1.872 0.986  0.353
14 H 2.233 -0.011 0.874  0.502
15 H 3.735 -0.909 0.464  0.370
16 O 4.370 -1.233 1.119  -1.355

Output
Gap between HOMO and LUMO in eV: 6.1
Charge: -2

---

iii | Entry from the Open Molecules 2025 dataset: a cluster of 2 separate species, C3H9NO2S in total (ωB97M-V/def2-TZVPD).

Last column: natural (NBO) charge in e.
Positions of all 16 atoms, in Å:
1 C 0.264 -0.664 0.176  -0.071
2 O 1.397 -0.246 0.881  -0.773
3 C -0.590 0.528 -0.259  -0.082
4 C -1.720 0.161 -1.198  -0.515
5 S -2.843 -1.186 -0.591  -0.780
6 N -1.092 1.297 0.892  -0.864
7 H 0.471 -1.305 -0.685  0.158
8 H -0.378 -1.185 0.892  0.179
9 H 0.080 1.189 -0.826  0.152
10 H -1.367 -0.011 -2.208  0.175
11 H -2.377 1.037 -1.233  0.179
12 H -2.061 1.015 1.015  0.362
13 H -0.575 0.972 1.700  0.354
14 H 2.288 -0.273 0.502  0.507
15 H 3.899 -0.710 0.144  0.359
16 O 4.603 -0.617 0.798  -1.341

Output
Gap between HOMO and LUMO in eV: 6.1
Charge: -2

---

The relative energies come out as i 0.0374; ii 0.0000; iii 0.0139, with values in hartree.

---

i | Entry from the Open Molecules 2025 dataset: a cluster of 2 separate species, C4H10O2 in total (ωB97M-V/def2-TZVPD).

Last column: natural (NBO) charge in e.
Positions of all 16 atoms, in Å:
1 C -0.759 -1.392 -0.662  -0.595
2 C 0.210 -0.206 -0.767  -0.525
3 C -0.118 0.801 0.313  0.626
4 C -1.172 1.837 0.003  -0.725
5 O 0.421 0.770 1.407  -0.581
6 H -0.521 -2.150 -1.415  0.221
7 H -0.678 -1.857 0.326  0.213
8 H -1.799 -1.078 -0.809  0.203
9 H 1.236 -0.554 -0.614  0.259
10 H 0.125 0.261 -1.755  0.212
11 H -1.973 1.425 -0.620  0.224
12 H -1.578 2.244 0.931  0.239
13 H -0.702 2.651 -0.564  0.243
14 O 2.751 -0.861 1.142  -0.968
15 H 2.021 -0.270 1.406  0.491
16 H 2.566 -1.687 1.609  0.463

Output
Gap between HOMO and LUMO in eV: 10.8
SMILES: CCC(C)=O.O

---

ii | Entry from the Open Molecules 2025 dataset: an isolated molecule of C4H10O2 (ωB97M-V/def2-TZVPD).

Last column: natural (NBO) charge in e.
Positions of all 16 atoms, in Å:
1 C -2.109 0.388 0.239  -0.615
2 C -0.637 0.064 0.380  0.093
3 O -0.529 -1.311 0.691  -0.740
4 C 0.180 0.358 -0.860  -0.444
5 C 1.688 0.193 -0.601  -0.068
6 O 2.112 -0.930 0.190  -0.748
7 H -2.613 0.172 1.184  0.220
8 H -2.258 1.444 -0.014  0.204
9 H -2.561 -0.232 -0.543  0.210
10 H -0.206 0.681 1.187  0.146
11 H 0.426 -1.481 0.767  0.490
12 H 0.050 1.398 -1.200  0.213
13 H -0.179 -0.273 -1.688  0.204
14 H 2.066 1.064 -0.047  0.175
15 H 2.071 0.156 -1.617  0.175
16 H 2.556 -1.598 -0.346  0.485

Output
Gap between HOMO and LUMO in eV: 10.6
SMILES: C[C@@H](O)CCO

---

iii | Entry from the Open Molecules 2025 dataset: an isolated molecule of C4H10O2 (ωB97M-V/def2-TZVPD).

Last column: natural (NBO) charge in e.
Positions of all 16 atoms, in Å:
1 C -0.676 2.371 -0.497  -0.241
2 O -0.202 1.483 0.471  -0.563
3 C 0.576 0.387 0.023  -0.082
4 C -0.148 -0.951 0.210  0.073
5 C 0.646 -2.227 -0.097  -0.629
6 O -0.554 -1.017 1.564  -0.720
7 H -0.593 3.363 -0.049  0.189
8 H -0.141 2.257 -1.451  0.169
9 H -1.741 2.198 -0.674  0.169
10 H 1.446 0.399 0.681  0.186
11 H 0.851 0.606 -1.016  0.170
12 H -1.045 -0.973 -0.442  0.149
13 H -0.033 -3.073 0.050  0.223
14 H 1.476 -2.400 0.595  0.215
15 H 1.037 -2.294 -1.121  0.211
16 H -0.899 -0.131 1.753  0.479

Output
Gap between HOMO and LUMO in eV: 10.7
SMILES: COC[C@@H](C)O

---

The relative energies come out as i 0.0000; ii 0.0196; iii 0.0380, with values in hartree.

---

i | Entry from the Open Molecules 2025 dataset: a structure of composition C2H7IN3 (ωB97M-V/def2-TZVPD).

Last column: natural (NBO) charge in e.
Positions of all 13 atoms, in Å:
1 C -0.044 -0.091 0.829  0.636
2 C 0.204 0.230 -1.912  -0.457
3 N -0.486 -1.266 0.576  -0.772
4 N 0.634 0.907 -0.632  -0.505
5 N -0.333 0.506 1.970  -0.769
6 I 0.109 2.475 2.240  0.500
7 H 0.804 -0.708 -1.944  0.192
8 H -0.879 0.159 -1.742  0.225
9 H 0.393 0.882 -2.812  0.264
10 H -0.187 -1.961 -0.208  0.457
11 H -0.959 -1.850 1.277  0.422
12 H 1.581 0.772 -0.362  0.363
13 H -0.836 -0.055 2.720  0.443

Output
Gap between HOMO and LUMO in eV: 9.1
Charge: +1

---

ii | Entry from the Open Molecules 2025 dataset: the ion C2H7IN3 with charge +1 (ωB97M-V/def2-TZVPD).

Last column: natural (NBO) charge in e.
Positions of all 13 atoms, in Å:
1 N 1.855 0.285 -0.536  -0.822
2 C 0.569 0.431 -0.019  0.132
3 N 0.284 -0.465 1.106  -0.451
4 N -1.051 -0.671 0.750  -0.403
5 C -0.873 -0.122 -0.672  -0.298
6 I -2.241 1.363 -1.244  0.281
7 H 2.302 -0.667 -0.560  0.405
8 H 1.845 0.759 -1.453  0.397
9 H 0.347 1.748 0.037  0.179
10 H 0.416 0.051 1.979  0.402
11 H -1.810 -0.081 1.251  0.456
12 H -1.029 -1.685 0.763  0.461
13 H -0.614 -0.946 -1.402  0.263

Output
Gap between HOMO and LUMO in eV: 9.7
Charge: +1
SMILES: N[C@@H]1N[NH2+][C@H]1I

---

The relative energies come out as i 0.0000; ii 0.0196, with values in hartree.

---

i | Entry from the Open Molecules 2025 dataset: a cluster of 2 separate species, C4H10S in total (ωB97M-V/def2-TZVPD).

Last column: natural (NBO) charge in e.
Positions of all 15 atoms, in Å:
1 C 2.684 1.824 0.227  -0.384
2 C 2.887 0.540 0.630  -0.392
3 H 1.809 2.151 -0.308  0.190
4 H 3.287 2.608 0.566  0.189
5 H 2.249 -0.335 0.352  0.199
6 H 3.892 0.144 0.941  0.196
7 C -2.203 -1.641 -1.225  -0.759
8 S -0.703 -1.201 -0.311  0.157
9 C -1.452 0.095 0.734  -0.737
10 H -2.894 -0.782 -1.124  0.212
11 H -1.939 -1.579 -2.299  0.231
12 H -2.768 -2.536 -0.911  0.220
13 H -0.585 0.820 0.858  0.246
14 H -1.917 -0.490 1.504  0.222
15 H -2.347 0.382 0.367  0.208

Output
Gap between HOMO and LUMO in eV: 9.5
SMILES: C=C.CSC

---

ii | Entry from the Open Molecules 2025 dataset: an isolated molecule of C4H10S (ωB97M-V/def2-TZVPD).

Last column: natural (NBO) charge in e.
Positions of all 15 atoms, in Å:
1 C 0.927 1.452 -0.553  -0.615
2 C 0.976 -0.024 -0.970  -0.392
3 C -0.153 -0.810 -0.310  -0.438
4 C -0.556 -0.632 1.148  -0.509
5 S -2.302 -0.074 1.335  -0.062
6 H -0.071 1.875 -0.683  0.202
7 H 1.277 1.646 0.464  0.201
8 H 1.515 2.098 -1.204  0.212
9 H 1.968 -0.347 -0.650  0.195
10 H 0.855 -0.074 -2.046  0.210
11 H -0.106 -1.873 -0.592  0.211
12 H -1.026 -0.632 -0.953  0.215
13 H -0.025 0.172 1.644  0.222
14 H -0.414 -1.541 1.708  0.227
15 H -2.867 -1.238 1.661  0.121

Output
Gap between HOMO and LUMO in eV: 10.0
SMILES: CCCCS

---

The relative energies come out as i 0.0689; ii 0.0000, with values in hartree.